(1)
A structure of composition C4H13N3O at a distorted geometry, computed with wB97M-V/def2-TZVPD.

Last column: Löwdin charge in e.
Cartesian coordinates (Å):
1 C 0.812289 0.236928 0.014283  -0.53
2 C -0.584815 0.418978 0.292225  -0.20
3 C -0.592798 -2.350207 -0.658428  -0.23
4 C -1.393486 1.552138 -0.285036  -0.07
5 N -0.986860 -0.979476 -0.895596  -0.09
6 N 1.622586 -0.754298 0.552325  0.12
7 N 0.960017 1.617816 1.450053  -0.03
8 O 1.338905 0.847817 -1.059414  0.08
9 H 2.144597 0.362377 -1.288449  0.13
10 H -0.782979 -0.706662 -1.854673  0.07
11 H -0.946528 -0.052424 1.195278  0.13
12 H 1.124419 -1.303353 1.241764  0.10
13 H 2.393362 -0.288821 1.026901  0.10
14 H 0.389430 1.583132 2.293950  0.00
15 H 0.830286 2.538288 1.032062  -0.01
16 H -0.740407 -2.605559 0.397308  0.07
17 H 0.446642 -2.583903 -0.937117  0.06
18 H -1.229970 -3.038803 -1.229720  0.07
19 H -1.575295 2.306461 0.480852  0.08
20 H -2.347373 1.168074 -0.648409  0.08
21 H -0.882021 2.031495 -1.120159  0.08

Cartesian forces (eV/Å) of the 3 atoms listed first:
0.824 3.124 2.796
-1.043 -3.829 -3.575
0.174 0.020 0.028

Computed properties:
LUMO: 0.02783 Ha
energy relative to the best compared isomer or geometry (same formula, charge and spin): 458.5 kJ/mol
total charge: 0
spin multiplicity: 1

(2)
A cluster of 2 separate species, C4H13N3O in total at a distorted geometry, computed with wB97M-V/def2-TZVPD.

Last column: Mulliken spin population.
Cartesian coordinates (Å):
1 C -1.756214 -1.621209 1.294362  0.01
2 C -1.195216 -0.225445 1.053197  0.03
3 C -1.333453 0.408265 -0.329481  -0.02
4 N 1.545847 1.216633 -0.666565  0.36
5 C 0.838759 0.143281 -1.222244  0.00
6 N -0.418185 -0.168816 -1.271261  0.54
7 N -3.196110 -1.854045 1.141638  0.01
8 H -1.541371 -1.813816 2.387679  0.00
9 H -1.288520 -2.352865 0.701513  0.00
10 H -1.413350 0.457760 1.936660  0.00
11 H -0.125042 -0.435609 1.198797  0.00
12 H -1.632479 1.602754 -0.331503  0.09
13 H -2.273059 0.084083 -0.771906  0.02
14 H 2.544535 1.365625 -1.023199  -0.02
15 H 1.051479 1.909678 -0.117279  -0.01
16 H 1.430292 -0.366704 -1.916244  0.01
17 H -3.387856 -1.682304 0.068955  0.00
18 H -3.735270 -1.006403 1.495955  0.00
19 H 4.070386 2.112082 -0.789070  0.00
20 H 5.353548 1.250773 -0.545387  0.00
21 O 4.512825 1.536147 -0.187083  0.00

Cartesian forces (eV/Å) of the 3 atoms listed first:
-1.680 0.516 2.249
1.594 0.775 1.764
-2.845 0.480 -0.322

Computed properties:
LUMO (spin up / spin down): -0.14713 / -0.31365 Ha
energy relative to the best compared isomer or geometry (same formula, charge and spin): 301.3 kJ/mol
total charge: +1
spin multiplicity: 2

(3)
The molecule C4H13N3OS at a distorted geometry, computed with wB97M-V/def2-TZVPD.

Last column: Löwdin charge in e.
Cartesian coordinates (Å):
1 C -3.725699 -0.125086 0.128447  -0.12
2 O -2.722013 -0.172673 -0.828475  -0.18
3 C -1.395567 -0.321428 -0.376606  -0.27
4 C -0.733268 1.018065 -0.386302  -0.29
5 N 0.554469 0.918149 0.294383  -0.30
6 S 1.806424 0.260343 -0.354930  0.81
7 C 2.977091 0.501363 1.094511  -0.15
8 N 2.052159 0.602760 -1.810581  -0.24
9 N 1.769415 -1.915381 -0.078992  -0.08
10 H -4.350093 -0.936432 -0.088588  0.06
11 H -4.367387 0.775400 -0.041661  0.10
12 H -3.416598 -0.145263 1.162541  0.09
13 H -1.251838 -0.811386 0.666015  0.14
14 H -0.849703 -0.938487 -1.138093  0.13
15 H -1.260695 1.879156 0.161614  0.14
16 H -0.648083 1.294304 -1.497226  0.13
17 H 2.297475 0.985343 1.778579  0.04
18 H 3.296795 -0.449340 1.506450  0.03
19 H 3.771494 1.210025 0.939636  0.05
20 H 2.689803 -0.040003 -2.261423  0.01
21 H 2.536829 -1.786050 0.655911  -0.02
22 H 0.968992 -1.803370 0.474780  -0.07

Cartesian forces (eV/Å) of the 3 atoms listed first:
-0.930 1.636 -0.305
1.002 -0.359 -0.216
0.146 -0.868 0.638

Computed properties:
structure (SMILES): COCCN=[S@](C)(=N)N
LUMO: 0.00896 Ha
energy relative to the best compared isomer or geometry (same formula, charge and spin): 302.9 kJ/mol
total charge: 0
spin multiplicity: 1

(4)
A cluster of 2 separate species, C4H13N4 in total at a distorted geometry, computed with wB97M-V/def2-TZVPD.

Last column: Mulliken spin population.
Cartesian coordinates (Å):
1 C 0.128199 1.920457 -2.473454  0.00
2 N -0.610175 0.829295 -1.823463  0.00
3 C -1.650656 1.028538 -1.049432  0.00
4 N -2.389692 0.002021 -0.634042  0.00
5 H 0.387508 1.619794 -3.531819  0.00
6 H 0.960851 2.218631 -1.887973  0.00
7 H -0.535069 2.752313 -2.584315  0.00
8 H -0.236563 -0.095634 -1.854887  0.00
9 H -1.935465 2.049270 -0.795380  0.00
10 H -1.943095 -0.903117 -0.770143  0.00
11 H -2.982781 0.210400 0.137417  0.00
12 C 2.506370 -0.069380 0.863571  0.00
13 N 1.173182 -0.440355 1.294122  0.46
14 C 0.859641 -1.593399 1.864600  -0.11
15 N -0.344194 -1.942839 2.224700  0.62
16 H 2.837392 0.761604 1.504043  0.02
17 H 3.159303 -0.953709 0.998137  0.00
18 H 2.482805 0.253423 -0.187392  0.03
19 H 0.494053 0.274715 1.547902  -0.02
20 H 1.758816 -2.256801 2.032703  0.01
21 H -0.312907 -2.785036 2.730786  -0.01

Cartesian forces (eV/Å) of the 3 atoms listed first:
-0.454 -0.753 -1.771
-0.264 1.100 0.755
-0.104 -0.697 -0.771

Computed properties:
LUMO (spin up / spin down): -0.26580 / -0.43227 Ha
energy relative to the best compared isomer or geometry (same formula, charge and spin): 29.6 kJ/mol
total charge: +2
spin multiplicity: 2

(5)
A cluster of 2 separate species, C4H13N4O in total at a distorted geometry, computed with wB97M-V/def2-TZVPD.

Last column: Löwdin charge in e.
Cartesian coordinates (Å):
1 C -1.903751 -1.052521 -2.104007  -0.09
2 C -0.891686 0.985994 -1.258671  -0.36
3 N -1.125382 -0.379315 -1.125599  0.04
4 N -1.480067 1.601006 -2.257443  0.17
5 N -0.006683 1.679144 -0.461989  0.19
6 H -0.461537 -0.958654 -0.799593  0.07
7 H -1.540936 -2.124754 -2.409911  0.13
8 H -1.983521 -0.352532 -3.133880  0.12
9 H -1.635570 1.185156 -3.165194  0.11
10 H -1.691729 2.602045 -2.160039  0.15
11 H 0.563233 1.104521 0.255026  0.10
12 H -0.144894 2.609959 -0.183429  0.10
13 H -2.984958 -1.210583 -1.767365  0.11
14 C 1.745969 0.351536 2.918544  0.03
15 C 1.388166 -0.679252 1.795898  -0.48
16 O 1.350526 -0.410648 0.585996  -0.05
17 N 1.115676 -2.012134 1.993577  0.16
18 H 2.255531 1.111891 2.309437  0.09
19 H 2.142185 -0.186926 3.741609  0.06
20 H 1.082171 -2.574403 1.162818  0.11
21 H 1.165649 -2.561260 2.838769  0.11
22 H 0.873176 0.785273 3.473387  0.10

Cartesian forces (eV/Å) of the 3 atoms listed first:
-2.553 -0.625 -3.889
1.824 -1.286 1.374
-1.297 3.995 -1.737

Computed properties:
LUMO: -0.09513 Ha
energy relative to the best compared isomer or geometry (same formula, charge and spin): 235.2 kJ/mol
total charge: +1
spin multiplicity: 1

(6)
A cluster of 2 separate species, C4H13NO in total at a distorted geometry, computed with wB97M-V/def2-TZVPD.

Last column: Löwdin charge in e.
Cartesian coordinates (Å):
1 C 0.163303 2.276471 -0.338862  -0.11
2 C 0.196406 1.012687 -1.254914  -0.28
3 C -0.948052 0.108617 -0.964486  -0.21
4 N -0.947825 -0.422872 0.528742  -0.14
5 C -0.600501 -1.788089 0.695449  -0.24
6 H 1.144314 2.567519 -0.009913  0.06
7 H -0.559868 2.991308 -0.916397  0.11
8 H -0.576140 2.157677 0.444423  0.05
9 H 0.052351 1.341947 -2.300721  0.11
10 H 1.171398 0.511506 -1.089134  0.11
11 H -1.899091 0.544474 -1.178853  0.09
12 H -0.837788 -0.784952 -1.670524  0.13
13 H -0.271087 0.137660 1.167618  0.11
14 H -1.386343 -2.436808 0.181367  0.09
15 H 0.402390 -2.185769 0.136321  0.11
16 H -0.510109 -2.022213 1.745186  0.06
17 O 2.127031 -1.502336 1.501089  -0.04
18 H 1.705872 -1.639011 2.296770  -0.01
19 H 1.573738 -0.867814 1.026839  0.00

Cartesian forces (eV/Å) of the 3 atoms listed first:
-3.094 0.182 -2.096
0.462 1.170 0.568
0.959 -3.174 1.515

Computed properties:
structure (SMILES): CCCNC.O
LUMO: 0.03178 Ha
energy relative to the best compared isomer or geometry (same formula, charge and spin): 204.4 kJ/mol
total charge: 0
spin multiplicity: 1

(7)
A cluster of 2 separate species, C4H13NO in total at a distorted geometry, computed with wB97M-V/def2-TZVPD.

Last column: Löwdin charge in e.
Cartesian coordinates (Å):
1 C 2.228527 -0.939934 0.763165  -0.12
2 C 1.071062 0.016106 0.934989  -0.28
3 C -0.226702 -0.593732 0.361017  -0.22
4 C -1.505668 0.246213 0.631367  -0.28
5 N -2.184227 0.678792 -0.582681  -0.01
6 H 2.179549 -1.860037 1.348888  0.08
7 H 3.168255 -0.415357 0.880770  0.06
8 H 2.352799 -1.254860 -0.281731  0.08
9 H 0.837934 0.265666 1.969757  0.10
10 H 1.259125 0.954112 0.428386  0.10
11 H -0.159444 -0.853343 -0.674691  0.08
12 H -0.343898 -1.541150 0.889474  0.10
13 H -1.131089 1.066948 1.259479  0.10
14 H -2.152744 -0.398509 1.232163  0.11
15 H -3.165570 0.763902 -0.349404  0.07
16 H -1.818882 1.543218 -0.941465  0.06
17 O 0.037419 0.718228 -2.967586  -0.07
18 H 0.334831 1.298799 -2.262515  0.02
19 H -0.781277 0.304939 -2.639381  0.02

Cartesian forces (eV/Å) of the 3 atoms listed first:
0.688 0.124 -0.849
-1.234 -0.556 -0.655
-0.183 -0.070 1.164

Computed properties:
structure (SMILES): CCCCN.O
LUMO: 0.03288 Ha
energy relative to the best compared isomer or geometry (same formula, charge and spin): 52.1 kJ/mol
total charge: 0
spin multiplicity: 1

(8)
A cluster of 2 separate species, C4H13NO in total at a distorted geometry, computed with wB97M-V/def2-TZVPD.

Last column: Löwdin charge in e.
Cartesian coordinates (Å):
1 C 1.846794 0.948340 -0.630172  -0.11
2 C 1.484989 -0.559583 -0.563596  -0.25
3 C 0.756547 -0.867667 0.740541  -0.28
4 N -0.679576 -0.602730 0.580368  -0.13
5 C -1.304530 -0.609826 1.905552  -0.16
6 H 2.106046 1.412748 0.330275  0.07
7 H 2.761559 1.068255 -1.209288  0.06
8 H 0.983893 1.384322 -1.119767  0.06
9 H 0.862888 -0.841083 -1.420014  0.11
10 H 2.414384 -1.132485 -0.626636  0.10
11 H 0.721228 -1.930565 1.057756  0.12
12 H 1.275645 -0.296974 1.538704  0.11
13 H -0.927349 0.254512 0.102866  0.09
14 H -1.208937 -1.623622 2.307276  0.07
15 H -0.884141 0.011878 2.686886  0.07
16 H -2.386891 -0.502771 1.778670  0.08
17 O -2.326075 1.052991 -2.536038  -0.07
18 H -3.259618 0.813981 -2.429875  0.04
19 H -2.236855 2.020280 -2.493507  0.04

Cartesian forces (eV/Å) of the 3 atoms listed first:
0.092 -0.914 -0.331
0.786 0.034 0.657
-0.658 -0.463 -0.528

Computed properties:
structure (SMILES): CCCNC.O
LUMO: 0.02883 Ha
energy relative to the best compared isomer or geometry (same formula, charge and spin): 91.3 kJ/mol
total charge: 0
spin multiplicity: 1

(9)
A cluster of 2 separate species, C4H13NO in total at a distorted geometry, computed with wB97M-V/def2-TZVPD.

Last column: Löwdin charge in e.
Cartesian coordinates (Å):
1 C 0.179990 0.194245 1.358818  -0.09
2 C -0.724095 -0.667100 0.508745  -0.44
3 C 0.082841 -1.806686 -0.120069  -0.09
4 C -1.409779 0.093096 -0.634352  -0.26
5 N -2.201961 1.285876 -0.212516  -0.01
6 H 0.547153 1.095047 0.835464  0.07
7 H -0.241761 0.640603 2.259352  0.08
8 H 1.123034 -0.301253 1.602651  0.07
9 H -1.514211 -1.064121 1.157810  0.13
10 H -0.494806 -2.501988 -0.734758  0.08
11 H 0.455640 -2.524268 0.623824  0.08
12 H 0.943421 -1.395578 -0.646709  0.07
13 H -0.573552 0.500485 -1.212418  0.11
14 H -2.038123 -0.534958 -1.257353  0.10
15 H -2.396294 1.265067 0.784285  0.06
16 H -1.566223 2.076050 -0.271961  0.05
17 O 3.345225 0.764272 -0.891273  -0.07
18 H 2.484011 0.641828 -0.423145  0.02
19 H 3.800496 -0.055311 -0.655979  0.04

Cartesian forces (eV/Å) of the 3 atoms listed first:
1.081 1.343 -0.149
-0.718 -0.723 -0.396
-0.097 -0.918 0.779

Computed properties:
structure (SMILES): CC(C)CN.O
LUMO: 0.02832 Ha
energy relative to the best compared isomer or geometry (same formula, charge and spin): 56.7 kJ/mol
total charge: 0
spin multiplicity: 1

(10)
A cluster of 2 separate species, C4H13NO in total at a distorted geometry, computed with wB97M-V/def2-TZVPD.

Last column: Mulliken spin population.
Cartesian coordinates (Å):
1 C -0.508326 1.530676 -1.407166  0.00
2 C -0.362987 1.579352 0.151581  0.00
3 C -1.112124 0.439992 0.808369  0.04
4 N -0.085834 -0.701381 0.858532  0.83
5 C -0.858952 -1.885623 1.169924  0.03
6 H -1.437898 0.965692 -1.742825  0.00
7 H -0.565719 2.544311 -1.796822  0.00
8 H 0.329944 1.162458 -2.007466  0.00
9 H 0.691068 1.674241 0.416813  0.00
10 H -0.740505 2.547996 0.504394  0.00
11 H -1.301731 0.753934 1.861246  0.02
12 H -2.067332 0.110303 0.322607  0.02
13 H 0.388281 -0.744280 -0.141970  0.00
14 H -1.149500 -1.894864 2.202525  0.01
15 H -1.620523 -2.070631 0.415469  0.05
16 H -0.185991 -2.775289 0.973855  0.01
17 H 3.700183 -1.514178 -0.273402  0.00
18 H 3.457741 -1.023330 -1.586790  0.00
19 O 3.430204 -0.699380 -0.728874  0.00

Cartesian forces (eV/Å) of the 3 atoms listed first:
-0.726 -0.103 -0.377
-0.615 1.227 -1.757
2.629 1.236 1.682

Computed properties:
LUMO (spin up / spin down): -0.11700 / -0.31099 Ha
energy relative to the best compared isomer or geometry (same formula, charge and spin): 154.4 kJ/mol
total charge: +1
spin multiplicity: 2

(11)
A cluster of 2 separate species, C4H13NO2 in total at a distorted geometry, computed with wB97M-V/def2-TZVPD.

Last column: Mulliken spin population.
Cartesian coordinates (Å):
1 C 0.055014 -1.639403 -1.220574  0.59
2 C 0.976799 -1.696586 0.006200  -0.12
3 C 2.311796 -1.000428 -0.254826  1.13
4 N 0.183681 -0.960003 1.174528  -0.10
5 C -0.174080 0.411148 0.999742  1.92
6 O -1.553914 0.664738 1.233075  -1.08
7 H -0.035894 -0.624486 -1.674972  -0.24
8 H -0.949628 -1.934950 -0.940472  0.10
9 H 0.414884 -2.208444 -2.090008  -0.19
10 H 0.961293 -2.719029 0.400928  -0.31
11 H 2.907288 -0.612834 0.565176  -0.28
12 H 2.491538 -0.316520 -1.067479  -0.37
13 H 3.172772 -1.664552 -0.504528  -0.04
14 H 0.696231 -1.271781 1.989613  -0.25
15 H 0.225664 0.690310 -0.070305  0.03
16 H 0.449829 1.105755 1.604745  -0.01
17 H -1.623752 0.197184 2.074123  0.05
18 H -3.471777 4.628774 -1.490781  -0.15
19 H -3.615246 4.046205 -0.167932  -0.09
20 O -3.422496 4.904903 -0.566252  0.40

Cartesian forces (eV/Å) of the 3 atoms listed first:
0.294 0.688 -0.846
-2.207 2.501 0.894
2.696 -1.624 0.075

Computed properties:
LUMO (spin up / spin down): 0.13066 / 0.14386 Ha
energy relative to the best compared isomer or geometry (same formula, charge and spin): 169.8 kJ/mol
total charge: -1
spin multiplicity: 2

(12)
A cluster of 2 separate species, C4H13NO2 in total at a distorted geometry, computed with wB97M-V/def2-TZVPD.

Last column: Löwdin charge in e.
Cartesian coordinates (Å):
1 C -2.103716 -1.387696 -1.146087  -0.13
2 N -1.483223 -0.018060 -1.137618  -0.14
3 C -0.087156 -0.016722 -0.926210  -0.28
4 C 0.362703 1.176005 -0.132239  -0.51
5 C 1.909245 1.104159 -0.045646  -0.05
6 O -0.201704 1.265883 1.149412  -0.04
7 H -1.533939 -2.162703 -0.564422  0.07
8 H -2.044447 -1.742295 -2.225102  0.08
9 H -3.199473 -1.297918 -0.761071  0.10
10 H -1.930555 0.570339 -0.374457  0.12
11 H 0.167320 -0.873613 -0.311665  0.10
12 H 0.430875 0.012341 -1.900816  0.14
13 H 0.101008 2.023056 -0.839000  0.15
14 H 2.161683 2.018314 0.541511  0.08
15 H 1.961962 0.090893 0.479718  0.09
16 H 2.316795 1.255655 -1.109898  0.11
17 H 0.199332 2.021777 1.663020  0.13
18 O 0.947700 -1.129159 2.810298  -0.09
19 H 1.256683 -2.130156 2.858377  0.11
20 H 0.768916 -0.780093 1.971889  -0.06

Cartesian forces (eV/Å) of the 3 atoms listed first:
-0.575 0.588 -0.746
-2.915 0.122 1.505
0.163 -0.033 0.578

Computed properties:
structure (SMILES): CNC[C@H](C)O.O
LUMO: 0.02850 Ha
energy relative to the best compared isomer or geometry (same formula, charge and spin): 189.4 kJ/mol
total charge: 0
spin multiplicity: 1